1.
Entry from the Open Molecules 2025 dataset: a 3-piece molecular cluster, C3H12N4 overall (ωB97M-V with the def2-TZVPD basis set).

The LUMO energy (spin up / spin down) comes out at 0.23 / 0.25 eV. As for the energy above the lowest of the compared OMol25 structures with the same formula, charge and spin: 628.5 kJ/mol. Its HOMO energy (spin up / spin down) is -7.666 / -7.206 eV. Its HOMO-LUMO gap (spin up / spin down) is 7.896 / 7.456 eV.

Structure (ORCA input):
```
! RIJCOSX wB97M-V def2-TZVPD def2/J DEFGRID3
* xyz 0 1
C -0.111 -1.196 -0.492
C 0.655 -2.273 0.193
C 0.443 -0.476 -1.635
H -1.193 -1.226 -0.385
H -0.438 0.053 0.711
H 0.560 -3.225 -0.351
H 1.718 -2.030 0.242
H 0.891 0.491 -1.248
H 1.265 -1.008 -2.121
H -0.307 -0.191 -2.374
H 0.294 -2.442 1.210
N -1.741 1.264 1.231
N -1.507 2.330 0.463
N 0.464 0.475 1.139
N 0.928 1.407 0.428
H -1.464 1.517 2.181
H -0.509 2.665 0.483
H -1.759 2.129 -0.500
H 1.809 1.737 0.825
*
```

***

2.
Entry from the Open Molecules 2025 dataset: C3H12N4 as an isolated structure (ωB97M-V with the def2-TZVPD basis set).

The LUMO energy comes out at 0.86 eV. As for the energy above the lowest of the compared OMol25 structures with the same formula, charge and spin: 372.3 kJ/mol. Its HOMO energy is -8.666 eV. Its HOMO-LUMO gap is 9.529 eV.

Structure (ORCA input):
```
! RIJCOSX wB97M-V def2-TZVPD def2/J DEFGRID3
* xyz 0 1
C 1.267 -0.306 -0.053
C -2.343 -0.929 0.122
C 1.979 -0.146 1.281
N -0.195 -0.044 0.180
N -0.972 -0.930 -0.340
N -0.478 1.191 0.401
N 1.840 0.561 -1.037
H -1.293 0.505 -1.945
H 1.316 -1.339 -0.403
H -1.153 1.289 -1.691
H -1.455 1.301 0.666
H 1.376 0.472 -1.934
H 1.766 1.527 -0.735
H -2.885 -0.033 -0.206
H -2.418 -0.995 1.214
H -2.825 -1.798 -0.320
H 3.042 -0.324 1.140
H 1.601 -0.864 2.004
H 1.831 0.863 1.657
*
```

***

3.
Entry from the Open Molecules 2025 dataset: a 2-piece molecular cluster, C3H12N4 overall (ωB97M-V with the def2-TZVPD basis set).

The LUMO energy comes out at -9.78 eV. As for the energy above the lowest of the compared OMol25 structures with the same formula, charge and spin: 488.8 kJ/mol. Its HOMO energy is -17.557 eV. Its HOMO-LUMO gap is 7.773 eV.

Structure (ORCA input):
```
! RIJCOSX wB97M-V def2-TZVPD def2/J DEFGRID3
* xyz 2 1
C -1.524 0.489 0.087
C -1.508 -0.023 1.483
C 2.834 0.227 -0.386
N -2.670 0.636 -0.525
N 2.103 -0.781 0.286
N -2.872 1.076 -1.844
N 2.657 -1.880 0.499
H -0.680 0.791 -0.340
H -0.695 0.643 2.002
H -1.067 -1.148 1.602
H -2.561 -0.174 1.978
H 2.401 1.215 -0.640
H 3.773 0.344 0.047
H 3.174 -0.018 -1.384
H -3.390 0.257 0.045
H -3.706 1.630 -1.817
H -2.082 1.440 -2.340
H 3.560 -2.264 0.006
H 2.252 -2.458 1.240
*
```

***

4.
Entry from the Open Molecules 2025 dataset: an isolated ion of composition C3H12N4 and charge +2 (ωB97M-V with the def2-TZVPD basis set).

The LUMO energy comes out at -7.79 eV. As for the energy above the lowest of the compared OMol25 structures with the same formula, charge and spin: 354.2 kJ/mol. Its structure (SMILES) is [H]/N=C(\N[NH3+])[C@H](C)[NH3+]. Its HOMO energy is -19.318 eV. Its HOMO-LUMO gap is 11.532 eV.

Structure (ORCA input):
```
! RIJCOSX wB97M-V def2-TZVPD def2/J DEFGRID3
* xyz 2 1
H -1.099 2.148 0.535
N -0.318 1.641 0.099
C -0.380 0.425 -0.123
N -1.393 -0.527 -0.285
N -2.782 -0.097 -0.047
C 0.992 -0.251 -0.477
C 1.441 -1.331 0.503
N 1.965 0.894 -0.319
H -1.092 -1.386 -0.433
H -3.226 -0.497 0.858
H -3.633 -0.321 -0.679
H -2.716 0.983 0.216
H 0.866 -0.534 -1.497
H 1.555 -0.973 1.545
H 0.817 -2.208 0.639
H 2.525 -1.700 0.157
H 1.454 1.547 0.166
H 2.292 1.412 -1.156
H 2.731 0.773 0.299
*
```

***

5.
Entry from the Open Molecules 2025 dataset: a 2-piece molecular cluster, C3H12N4S overall (ωB97M-V with the def2-TZVPD basis set).

The LUMO energy (spin up / spin down) comes out at 3.82 / 3.77 eV. As for the energy above the lowest of the compared OMol25 structures with the same formula, charge and spin: 167.2 kJ/mol. Its HOMO energy (spin up / spin down) is -0.591 / -3.547 eV. Its HOMO-LUMO gap (spin up / spin down) is 4.408 / 7.315 eV.

Structure (ORCA input):
```
! RIJCOSX wB97M-V def2-TZVPD def2/J DEFGRID3
* xyz -1 2
C 0.191 2.221 -0.883
C 1.020 1.123 -1.547
S 0.085 -0.348 -2.091
N -1.276 1.982 -0.810
H 0.316 3.168 -1.367
H 0.551 2.350 0.152
H 1.758 0.798 -0.824
H 1.534 1.525 -2.420
H -1.351 1.017 -0.489
H -1.570 1.881 -1.805
N 0.412 -0.655 0.634
C -0.086 -1.317 1.743
N -1.318 -1.008 2.269
N 0.828 -1.837 2.673
H 0.605 0.179 1.390
H 0.420 -1.044 -0.732
H -1.362 -0.953 3.261
H -1.817 -0.258 1.749
H 0.577 -2.697 3.139
H 1.695 -1.933 2.170
*
```

***

6.
Entry from the Open Molecules 2025 dataset: a 3-piece molecular cluster, C3H12N6O3 overall (ωB97M-V with the def2-TZVPD basis set).

The LUMO energy (spin up / spin down) comes out at -2.77 / -8.84 eV. As for the energy above the lowest of the compared OMol25 structures with the same formula, charge and spin: 0.0 kJ/mol. Its HOMO energy (spin up / spin down) is -13.519 / -12.089 eV. Its HOMO-LUMO gap (spin up / spin down) is 10.754 / 3.249 eV.

Structure (ORCA input):
```
! RIJCOSX wB97M-V def2-TZVPD def2/J DEFGRID3
* xyz 1 2
C 3.797 -12.635 -15.063
O 4.720 -13.462 -15.080
N 2.556 -12.885 -14.987
N 3.905 -11.375 -15.393
H 2.073 -12.152 -14.487
H 2.289 -13.835 -14.770
H 4.873 -11.098 -15.478
H 2.998 -10.939 -15.478
C 6.550 -14.910 -18.190
O 6.164 -14.141 -19.114
N 6.148 -14.860 -16.946
N 7.537 -15.757 -18.417
H 6.511 -15.426 -16.192
H 5.377 -14.244 -16.733
H 7.824 -15.612 -19.375
H 7.909 -16.442 -17.775
C 7.990 -13.413 -13.871
O 7.793 -12.465 -14.629
N 9.066 -13.683 -13.230
N 7.059 -14.240 -13.662
H 9.091 -14.264 -12.404
H 9.987 -13.345 -13.469
H 7.241 -15.087 -13.142
H 6.247 -14.239 -14.264
*
```

***

7.
Entry from the Open Molecules 2025 dataset: a 2-piece molecular cluster, C3H12NO overall (ωB97M-V with the def2-TZVPD basis set).

The LUMO energy comes out at -3.39 eV. As for the energy above the lowest of the compared OMol25 structures with the same formula, charge and spin: 63.6 kJ/mol. Its HOMO energy is -15.100 eV. Its HOMO-LUMO gap is 11.715 eV.

Structure (ORCA input):
```
! RIJCOSX wB97M-V def2-TZVPD def2/J DEFGRID3
* xyz 1 1
C -0.708 1.491 -0.433
O -0.990 0.449 0.538
C 0.226 2.547 0.128
H -0.308 0.986 -1.308
H -1.661 1.933 -0.712
H -1.118 0.917 1.363
H 1.137 2.086 0.501
H 0.436 3.286 -0.642
H -0.297 3.089 0.918
C 0.323 -2.488 -0.699
N 0.494 -1.735 0.583
H 0.832 -1.961 -1.500
H 0.740 -3.475 -0.568
H -0.739 -2.493 -0.925
H -0.022 -0.811 0.591
H 1.465 -1.516 0.792
H 0.191 -2.305 1.372
*
```

***

8.
Entry from the Open Molecules 2025 dataset: a 3-piece molecular cluster, C3H12NO overall (ωB97M-V with the def2-TZVPD basis set).

The LUMO energy comes out at -9.93 eV. As for the energy above the lowest of the compared OMol25 structures with the same formula, charge and spin: 767.8 kJ/mol. Its HOMO energy is -15.198 eV. Its HOMO-LUMO gap is 5.264 eV.

Structure (ORCA input):
```
! RIJCOSX wB97M-V def2-TZVPD def2/J DEFGRID3
* xyz 1 1
C -0.134 1.410 -1.045
C -0.276 1.095 0.420
C -1.621 0.455 0.788
N -0.477 0.230 -1.846
H -0.831 2.175 -1.427
H 0.932 1.614 -1.212
H -0.102 2.003 1.001
H 0.500 0.413 0.814
H -2.497 0.952 0.373
H -1.749 -0.506 0.253
H -1.612 0.142 1.829
H 0.159 -0.530 -1.419
H -0.292 0.572 -2.797
H 1.179 -1.236 -0.909
H 2.488 -3.236 1.684
H 1.858 -2.219 0.718
O 1.937 -2.445 1.644
*
```

***

9.
Entry from the Open Molecules 2025 dataset: a 2-piece molecular cluster, C3H12NO overall (ωB97M-V with the def2-TZVPD basis set).

The LUMO energy comes out at -3.30 eV. As for the energy above the lowest of the compared OMol25 structures with the same formula, charge and spin: 127.9 kJ/mol. Its HOMO energy is -14.165 eV. Its HOMO-LUMO gap is 10.869 eV.

Structure (ORCA input):
```
! RIJCOSX wB97M-V def2-TZVPD def2/J DEFGRID3
* xyz 1 1
C 0.369 0.127 1.134
C 0.518 -1.334 -0.893
C 1.813 0.761 -0.825
N 1.160 -0.321 -0.023
H -0.401 0.821 0.757
H 0.988 0.658 1.877
H -0.133 -0.718 1.634
H 0.323 -2.266 -0.336
H 1.216 -1.556 -1.718
H -0.432 -0.975 -1.322
H 1.979 1.743 -0.352
H 1.062 0.878 -1.624
H 2.760 0.424 -1.280
H 2.036 -0.684 0.413
O -4.107 0.962 1.059
H -4.414 1.226 0.162
H -4.735 0.257 1.338
*
```

***

10.
Entry from the Open Molecules 2025 dataset: a 3-piece molecular cluster, C3H12NO2 overall (ωB97M-V with the def2-TZVPD basis set).

The LUMO energy (spin up / spin down) comes out at 0.31 / 0.29 eV. As for the energy above the lowest of the compared OMol25 structures with the same formula, charge and spin: 225.6 kJ/mol. Its HOMO energy (spin up / spin down) is -4.042 / -6.441 eV. Its HOMO-LUMO gap (spin up / spin down) is 4.354 / 6.729 eV.

Structure (ORCA input):
```
! RIJCOSX wB97M-V def2-TZVPD def2/J DEFGRID3
* xyz 0 2
C -0.155 -2.475 1.278
C -0.273 -1.082 0.738
C -0.810 -0.733 -0.511
N -0.272 0.549 -1.154
H 0.287 -2.526 2.278
H 0.384 -3.189 0.644
H -1.164 -2.917 1.397
H 0.279 -0.330 1.314
H -1.883 -0.709 -0.681
H 0.757 0.600 -1.087
H -0.652 1.401 -0.709
H -0.440 0.385 -2.138
H 2.593 0.247 0.765
H 3.166 -0.218 -0.555
O 2.445 0.305 -0.187
H -1.911 3.824 -1.011
H -1.059 3.656 0.222
O -1.290 3.211 -0.603
*
```

***

11.
Entry from the Open Molecules 2025 dataset: a 2-piece molecular cluster, C3H12NO2 overall (ωB97M-V with the def2-TZVPD basis set).

The LUMO energy comes out at -3.27 eV. As for the energy above the lowest of the compared OMol25 structures with the same formula, charge and spin: 214.9 kJ/mol. Its HOMO energy is -14.552 eV. Its HOMO-LUMO gap is 11.285 eV.

Structure (ORCA input):
```
! RIJCOSX wB97M-V def2-TZVPD def2/J DEFGRID3
* xyz 1 1
C -0.446 1.056 -0.377
O -1.601 1.109 -1.158
C -0.471 -0.286 0.527
C 0.720 -0.217 1.345
N -1.865 0.123 1.390
H 0.487 0.944 -0.963
H -0.427 1.925 0.282
H -1.492 0.785 -2.206
H -0.637 -1.224 0.013
H 1.618 -0.194 0.667
H 0.956 -0.916 2.116
H 0.796 0.745 1.842
H -1.928 0.981 1.972
H -2.431 0.342 0.651
H -2.089 -0.558 2.097
H 3.864 -1.356 -1.008
H 3.448 -2.237 -2.069
O 3.110 -1.536 -1.603
*
```

***

12.
Entry from the Open Molecules 2025 dataset: a 3-piece molecular cluster, C3H12NO2 overall (ωB97M-V with the def2-TZVPD basis set).

The LUMO energy comes out at -4.48 eV. As for the energy above the lowest of the compared OMol25 structures with the same formula, charge and spin: 152.4 kJ/mol. Its HOMO energy is -15.297 eV. Its HOMO-LUMO gap is 10.815 eV.

Structure (ORCA input):
```
! RIJCOSX wB97M-V def2-TZVPD def2/J DEFGRID3
* xyz 1 1
C 1.303 1.007 -1.443
C -0.128 0.467 -1.346
C -1.427 0.545 0.787
N -0.608 0.009 -0.040
H 1.588 1.716 -0.654
H 2.089 0.251 -1.459
H 1.400 1.631 -2.318
H -0.762 1.342 -1.518
H -0.231 -0.432 -1.961
H -1.728 -0.058 1.637
H -1.376 1.620 0.954
H -0.465 -0.991 0.109
H 1.020 -3.661 -1.346
H -0.278 -3.825 -0.553
O 0.378 -3.180 -0.808
H -0.028 0.508 3.619
H -0.417 1.941 3.421
O -0.328 1.109 2.918
*
```

***

13.
Entry from the Open Molecules 2025 dataset: a 3-piece molecular cluster, C3H12NO2 overall (ωB97M-V with the def2-TZVPD basis set).

The LUMO energy comes out at -3.05 eV. As for the energy above the lowest of the compared OMol25 structures with the same formula, charge and spin: 108.1 kJ/mol. Its HOMO energy is -14.410 eV. Its HOMO-LUMO gap is 11.358 eV.

Structure (ORCA input):
```
! RIJCOSX wB97M-V def2-TZVPD def2/J DEFGRID3
* xyz 1 1
C -1.405 2.936 0.053
C -1.135 1.815 1.077
C -0.521 0.718 0.699
N 0.158 -0.237 1.591
H -2.351 3.421 0.274
H -0.619 3.687 0.085
H -1.415 2.433 -0.909
H -0.984 2.364 2.008
H -0.497 0.383 -0.332
H -0.497 -0.693 2.234
H 0.540 -1.071 1.026
H 0.953 0.178 2.052
H 1.048 -2.049 -0.870
H 0.770 -3.163 0.266
O 0.600 -2.267 -0.034
H 1.430 -2.460 -3.401
H 1.868 -1.021 -3.093
O 1.601 -1.844 -2.672
*
```